Density functional theory data (wB97M-V/def2-TZVPD) for C54H42AuClFGeO4P3 as an isolated structure.

Each line ends with the Mulliken charge.
CARTESIAN COORDINATES (ANGSTROEM)
H1 -4.995 -0.257 -2.434  0.56
C1 3.916 2.468 -3.302  -0.79
Au1 -0.219 0.317 0.639  1.03
O1 1.034 2.081 1.200  -0.99
H2 -3.326 -4.404 2.792  0.54
H3 -2.509 -3.879 5.747  0.45
H4 -3.784 -4.316 -2.875  0.49
C2 -5.123 3.376 2.060  -1.15
C3 -3.376 -2.199 4.740  -0.90
O2 -0.100 4.182 1.180  -0.61
H5 -4.380 -2.410 5.082  0.48
H6 4.481 0.397 -3.205  0.50
Ge1 -3.187 1.219 -0.903  1.08
H7 1.441 -0.142 -5.427  0.55
H8 0.924 -1.523 -7.393  0.49
C4 0.747 -2.166 -1.334  1.08
C5 -2.982 1.621 2.249  0.73
C6 -1.897 -0.628 -4.907  -0.43
H9 -4.315 3.630 -1.956  0.36
C7 3.148 -2.415 -1.431  -0.86
H10 -5.181 3.334 4.210  0.46
C8 2.014 -1.977 -0.768  -0.90
H11 2.151 -0.413 -3.168  0.25
H12 -4.071 5.090 -3.877  0.47
C9 -3.623 2.114 3.395  -0.28
H13 -2.689 -0.375 -4.212  0.43
C10 -1.310 -5.136 2.661  -0.92
C11 0.050 4.003 4.595  -0.76
C12 1.777 -3.178 -3.256  -0.68
C13 -0.520 1.810 3.776  1.00
C14 -1.605 2.187 -3.343  0.95
H14 -0.235 -3.458 4.865  0.46
H15 -2.315 4.646 -5.574  0.46
C15 -1.521 2.979 -4.495  -0.45
C16 -0.747 3.187 3.810  -0.39
H16 4.938 2.824 -3.323  0.44
C17 2.869 3.381 -3.323  -0.56
F1 -4.917 1.422 -1.284  -0.50
C18 1.344 2.098 5.280  -0.80
O3 1.730 3.802 -0.271  -0.63
C19 -4.263 -1.021 -2.236  -0.30
C20 -2.209 -1.762 -1.263  0.84
C21 3.028 -3.017 -2.678  -0.76
C22 -3.142 -1.084 3.947  -0.46
H17 -1.376 -2.332 -7.776  0.44
H18 -3.242 1.845 4.373  0.64
H19 0.744 -5.648 2.319  0.49
H20 0.177 -1.542 3.394  0.52
H21 -3.182 -1.763 -6.184  0.51
C23 0.635 -2.756 -2.590  -0.55
C24 0.141 -1.278 -6.689  -0.75
H22 -3.968 -0.441 3.673  0.43
C25 -3.600 -3.316 -2.504  -1.01
C26 -1.846 -0.797 3.520  1.25
C27 1.097 3.465 5.325  -0.64
C28 -2.174 -1.410 -6.010  -0.76
C29 2.356 0.649 -3.216  -0.15
P1 -1.473 0.751 2.676  1.06
C30 3.662 1.103 -3.238  -0.92
C31 0.433 -0.501 -5.582  -0.54
C32 -0.809 -1.685 3.819  -0.35
C33 1.559 2.941 -3.282  -1.00
C34 -0.592 -0.154 -4.694  0.91
H23 -4.940 3.162 -0.025  0.36
C35 -4.701 2.970 3.312  -0.96
H24 -0.333 -2.894 -3.054  0.28
H25 3.075 4.442 -3.355  0.49
H26 -0.767 2.769 -5.245  0.49
C36 -1.155 -1.732 -6.904  -0.63
H27 -5.391 -2.470 -3.324  0.48
H28 -2.949 -2.544 1.236  0.47
H29 1.731 4.110 5.919  0.43
C37 0.158 -3.921 1.194  -0.90
C38 -2.616 2.390 -2.398  -0.23
H30 -0.145 5.066 4.624  0.45
C39 -2.347 -4.263 2.354  -0.72
H31 -1.533 3.635 3.221  0.35
C40 -1.046 -2.784 4.623  -1.14
H32 1.685 -3.644 -4.229  0.48
C41 -3.376 4.273 -3.743  -1.02
C42 -4.530 2.854 0.921  0.08
H33 4.122 -2.282 -0.980  0.52
C43 1.301 1.567 -3.261  0.73
P2 -0.344 0.909 -3.291  1.68
Cl1 0.588 3.251 0.360  1.96
H34 0.749 3.657 -3.257  0.39
H35 2.111 -1.509 0.206  0.59
C44 -3.497 3.448 -2.634  -0.41
C45 -3.477 1.931 0.965  -0.64
C46 0.551 1.276 4.505  -0.59
H36 0.764 0.218 4.492  0.28
C47 -2.395 4.032 -4.688  -0.93
C48 -3.127 -0.714 -1.469  -0.61
O4 -0.343 2.682 -0.626  -0.86
H37 -1.780 -3.853 -1.543  0.60
H38 2.157 1.672 5.852  0.47
H39 1.126 -3.819 0.723  0.40
C49 -0.878 -3.044 0.887  0.99
H40 -5.933 4.086 1.959  0.48
C50 -2.471 -3.046 -1.758  -0.57
H41 -1.481 -5.960 3.341  0.46
H42 3.912 -3.362 -3.197  0.44
C51 -4.493 -2.289 -2.749  -0.84
C52 -2.326 -3.029 5.104  -0.84
C53 -0.060 -4.962 2.088  -0.72
P3 -0.674 -1.703 -0.315  1.07
C54 -2.132 -3.212 1.482  -0.37

Forces on the atoms, in the same order (eV/Å):
H -0.060 0.063 0.026
C -0.014 0.015 -0.004
Au 0.405 0.421 0.098
O -0.224 -0.024 -0.208
H 0.028 -0.011 -0.037
H -0.006 -0.024 -0.011
H 0.005 0.002 -0.005
C -0.011 0.030 0.005
C 0.033 0.000 0.048
O 0.123 -0.087 -0.026
H -0.006 0.007 0.012
H 0.001 -0.009 -0.005
Ge -0.433 -0.025 -0.064
H -0.024 0.030 -0.031
H -0.003 0.004 -0.005
C 0.064 0.109 -0.031
C -0.135 0.001 -0.002
C 0.060 0.003 0.035
H -0.042 0.012 0.034
C -0.017 0.038 -0.025
H 0.004 0.005 0.002
C -0.038 -0.042 0.000
H 0.011 -0.028 0.017
H -0.009 -0.004 -0.002
C 0.056 0.035 -0.033
H 0.023 0.039 -0.034
C 0.000 -0.072 -0.152
C -0.016 -0.003 -0.021
C -0.004 0.018 -0.028
C 0.140 -0.011 -0.077
C -0.087 -0.086 -0.036
H -0.009 0.021 0.007
H 0.002 0.004 0.002
C 0.018 -0.012 0.008
C -0.071 0.027 -0.027
H 0.004 0.003 0.001
C -0.020 0.017 0.012
F 0.173 -0.106 0.010
C 0.005 0.020 -0.005
O -0.069 -0.049 0.020
C 0.090 -0.012 0.046
C -0.047 0.025 -0.078
C 0.015 -0.016 0.009
C 0.029 0.010 0.012
H 0.002 -0.008 0.002
H 0.013 0.011 0.002
H 0.008 -0.003 -0.008
H 0.051 0.076 0.071
H -0.003 -0.003 0.000
C 0.020 0.008 -0.018
C 0.014 -0.020 0.021
H 0.003 0.023 0.037
C -0.021 -0.008 -0.012
C -0.016 0.041 -0.008
C 0.018 -0.014 -0.014
C 0.051 -0.021 -0.027
C 0.172 -0.069 -0.001
P -0.060 -0.321 -0.038
C -0.043 -0.038 0.018
C 0.026 -0.018 -0.004
C 0.019 -0.002 0.036
C 0.019 0.088 0.089
C -0.066 -0.123 0.096
H -0.045 -0.018 -0.048
C -0.029 0.009 -0.005
H 0.001 0.027 -0.024
H -0.002 -0.002 0.015
H 0.021 0.011 0.013
C -0.034 0.003 0.014
H -0.005 0.006 -0.002
H 0.001 -0.006 -0.003
H -0.023 -0.006 0.035
C -0.016 0.034 0.019
C 0.017 0.059 0.108
H 0.009 0.003 -0.017
C -0.051 -0.103 -0.244
H -0.007 -0.020 0.011
C 0.043 0.167 0.167
H 0.000 0.002 -0.012
C -0.026 0.010 0.022
C 0.057 -0.068 0.025
H -0.004 0.004 0.005
C -0.140 -0.111 0.077
P -0.038 0.181 -0.079
Cl -0.155 0.032 -0.273
H -0.010 -0.021 -0.010
H 0.015 0.033 -0.016
C 0.121 -0.015 0.053
C 0.191 0.054 -0.071
C -0.078 -0.060 0.055
H -0.029 -0.066 -0.012
C 0.003 0.005 -0.011
C 0.224 -0.011 0.119
O 0.256 -0.007 0.158
H -0.015 -0.011 0.032
H 0.010 0.002 -0.011
H 0.017 -0.014 0.015
C 0.004 0.005 -0.053
H -0.002 -0.002 -0.012
C 0.041 0.030 -0.052
H -0.003 -0.013 0.006
H 0.001 -0.003 -0.003
C -0.044 0.027 -0.013
C 0.008 0.158 0.112
C -0.042 -0.017 0.008
P -0.324 -0.093 0.346
C -0.072 -0.134 -0.139

Kohn-Sham gap (spin up / spin down) = 7.87 / 5.80 eV
2S+1 = 3
net charge = +2
E_HOMO (spin up / spin down) = -12.82 / -13.69 eV

Density functional theory data (wB97M-V/def2-TZVPD) for a single C7H9Cl molecule.

Each line ends with the natural charge from an NBO analysis.
CARTESIAN COORDINATES (ANGSTROEM)
C1 -1.125 -0.926 -0.433  0.04
C2 -0.615 -1.835 0.642  -0.66
H1 2.633 3.146 0.856  0.24
C3 2.602 2.057 0.687  -0.69
H2 -1.283 -1.730 1.483  0.22
C4 1.293 1.511 0.405  0.01
H3 -0.576 -2.840 0.316  0.23
H4 3.312 1.779 -0.091  0.24
Cl1 -1.715 -2.978 -2.170  -0.01
H5 -1.945 -0.580 -2.380  0.21
C5 -1.630 -1.341 -1.634  -0.25
H6 0.404 -1.434 0.811  0.24
H7 -1.651 1.145 -0.914  0.24
C6 0.185 1.091 0.173  -0.03
H8 3.015 1.668 1.633  0.23
C7 -1.140 0.585 -0.146  -0.49
H9 -1.765 0.685 0.764  0.23

Forces on the atoms, in the same order (eV/Å):
C -1.328 -0.454 -2.424
C 0.546 1.811 -0.746
H -0.331 -0.318 -0.483
C 0.967 0.170 0.820
H 0.175 -0.028 0.640
C -1.160 -0.110 -0.097
H 0.069 -1.006 -0.262
H 0.000 0.187 -0.054
Cl -0.049 -0.031 0.055
H 0.139 -0.848 0.504
C 0.825 1.807 1.306
H -0.437 -0.540 0.656
H 0.095 0.130 -0.401
C 1.032 0.590 -0.104
H -0.239 -0.191 -0.288
C -0.466 -1.330 1.157
H 0.162 0.161 -0.278

Kohn-Sham gap = 9.91 eV
net charge = 0
SMILES = CC#CC/C(C)=C/Cl
E_HOMO = -9.01 eV

Density functional theory data (wB97M-V/def2-TZVPD) for a 2-piece molecular cluster, C4H10NO3S overall.

Each line ends with the natural charge from an NBO analysis.
CARTESIAN COORDINATES (ANGSTROEM)
H1 -1.448 0.063 2.369  0.24
C1 -0.564 0.514 1.884  -0.63
C2 0.518 1.439 -1.652  0.81
C3 -0.606 0.380 0.328  -0.08
O1 -0.282 0.792 -2.358  -0.64
O2 2.326 -1.218 -1.283  -0.95
H2 1.869 -1.054 -2.130  0.47
N1 0.586 1.011 -0.234  -0.55
H3 1.066 1.682 0.362  0.41
H4 -1.847 -2.090 1.649  0.10
S1 -2.124 -2.038 0.391  -0.01
H5 -0.624 -1.086 -1.228  0.27
C4 -0.625 -1.092 -0.124  -0.53
H6 -1.576 0.918 -0.051  0.24
H7 -0.478 1.538 2.193  0.22
H8 0.315 -0.054 2.315  0.21
H9 0.238 -1.629 0.178  0.23
O3 1.300 2.353 -1.888  -0.28
H10 1.957 -0.431 -0.720  0.47

Forces on the atoms, in the same order (eV/Å):
H 0.272 0.388 -0.497
C 0.650 -1.456 -0.174
C -3.094 -4.066 0.611
C -1.581 0.676 0.865
O 1.619 1.601 0.455
O -1.226 2.289 0.930
H 0.322 -0.267 0.363
N 0.052 0.915 -0.823
H 0.108 -0.232 0.094
H 0.347 -0.124 1.467
S 0.175 0.594 -1.694
H -0.184 -0.187 0.605
C -1.412 0.286 -0.901
H 1.713 -0.978 0.411
H -0.053 0.588 0.142
H -0.716 0.599 -0.594
H 0.831 -0.329 0.479
O 1.087 1.839 -0.338
H 1.091 -2.136 -1.399

Kohn-Sham gap (spin up / spin down) = 9.97 / 5.11 eV
2S+1 = 2
net charge = 0
E_HOMO (spin up / spin down) = -9.52 / -9.50 eV

Energy relative to the best compared isomer or geometry (same formula, charge and spin) across the listed records, respectively: 0.00; 33.88; 3.84 kcal per mole.